[1]
5
Properties=species:S:1:pos:R:3:forces:R:3 method="wB97M-V/def2-TZVPD" e_lumo_ev=-17.3 e_above_lowest_ev=1.930 homo_energy_ha=-0.810 orbital_gap_ev=4.70 charge=+2
In -22.2948 10.6642 -4.9446 -1.3 -1.8 0.7
N -20.1360 12.5955 -5.3937 6.1 0.6 3.8
O -21.2506 12.2276 -5.6790 -4.5 0.3 -2.7
O -19.4125 11.8706 -4.7457 0.2 -0.9 -0.2
O -19.8028 13.7045 -5.5769 -0.4 1.9 -1.5

[2]
14
Properties=species:S:1:pos:R:3:forces:R:3 method="wB97M-V/def2-TZVPD" e_lumo_ev=7.2 e_above_lowest_ev=0.000 homo_energy_ha=0.119 orbital_gap_ev=3.94 charge=-3
Li -0.2169 0.1887 -0.9452 0.2 -0.5 1.6
N -3.3073 -0.0559 0.1485 -0.8 3.0 0.4
O -2.1828 -0.5603 0.0531 0.3 -0.6 -1.4
O -3.8127 0.0890 1.2554 -0.6 -1.1 1.1
O -3.9238 0.5421 -0.8080 1.0 -1.3 -0.7
N 2.5377 -1.7947 -2.0412 0.4 -4.1 3.1
O 3.2573 -2.2924 -2.8974 2.4 0.5 -2.7
O 1.3320 -1.9028 -2.2144 -3.2 1.9 -0.7
O 2.9743 -1.6739 -0.8825 0.5 1.7 -0.1
S 0.6851 1.5071 1.5839 -3.0 0.8 8.0
O 0.7133 0.4070 0.7065 -0.4 -3.8 -5.7
O -0.3066 1.2301 2.6808 -1.5 -0.2 -0.7
O 1.8857 1.5373 2.3428 5.3 0.7 0.8
O 0.3648 2.7786 1.0177 -0.5 2.8 -3.0

[3]
2
Properties=species:S:1:pos:R:3:forces:R:3 method="wB97M-V/def2-TZVPD" e_lumo_ev=1.7 e_above_lowest_ev=0.056 homo_energy_ha=-0.543 orbital_gap_ev=16.49
N 0.4097 -0.0214 0.3786 -2.9 0.2 -2.7
N -0.4097 0.0214 -0.3786 2.9 -0.2 2.7

[4]
3
Properties=species:S:1:pos:R:3:forces:R:3 method="wB97M-V/def2-TZVPD" e_lumo_ev=1.0 e_above_lowest_ev=0.207 homo_energy_ha=-0.440 orbital_gap_ev=12.95
N -0.0698 0.0118 -0.0590 -4.3 2.6 2.5
N -1.0762 0.5206 0.2361 4.4 -2.4 -1.9
O 1.0028 -0.4659 -0.1550 -0.1 -0.1 -0.6

[5]
5
Properties=species:S:1:pos:R:3:forces:R:3 method="wB97M-V/def2-TZVPD" e_lumo_ev=-1.6 e_above_lowest_ev=0.156 homo_energy_ha=-0.382 orbital_gap_ev=8.82
N -0.9170 -0.5343 0.2669 0.7 -3.4 1.4
N 0.2627 0.4898 -0.2393 -0.6 -2.4 -0.2
O 0.1094 1.4937 0.3277 0.1 2.6 0.9
O -0.4787 -1.5524 0.7030 -1.0 3.2 -1.5
O 1.0237 0.1033 -1.0583 0.7 0.0 -0.5

[6]
6
Properties=species:S:1:pos:R:3:forces:R:3 method="wB97M-V/def2-TZVPD" e_lumo_ev=-0.6 e_above_lowest_ev=2.435 homo_energy_ha=-0.420 orbital_gap_ev=10.82
N -1.3714 -0.2218 -0.1027 4.3 -1.8 2.6
N -0.4289 -0.7628 0.2297 -2.8 -0.7 -1.5
O -2.2658 0.4785 -0.1819 -2.9 1.7 -1.2
O 1.2310 1.2279 -0.0791 -1.2 3.0 -0.9
O 2.5529 -0.7157 -0.3646 1.0 -1.3 -0.7
S 1.7356 0.0576 0.4831 1.6 -0.9 1.8

[7]
6
Properties=species:S:1:pos:R:3:forces:R:3 method="wB97M-V/def2-TZVPD" e_lumo_ev=-0.9 e_above_lowest_ev=2.208 homo_energy_ha=-0.414 orbital_gap_ev=10.40
N 1.3583 -0.1880 -0.0441 -2.5 -2.3 1.3
N 0.5451 -0.6992 0.5308 0.8 0.0 0.6
O 2.1706 0.1850 -0.7394 2.9 1.9 -2.1
O -2.2498 -0.8189 -0.4354 0.7 1.3 0.7
O -1.4767 1.4865 0.2607 -0.1 -1.0 -0.4
S -1.7047 0.0906 0.5596 -1.9 0.0 -0.2

[8]
8
Properties=species:S:1:pos:R:3:forces:R:3 method="wB97M-V/def2-TZVPD" e_lumo_ev="-1.5 / -2.9" e_above_lowest_ev=0.344 homo_energy_ha="-0.365 / -0.337" orbital_gap_ev="8.38 / 6.25"
N 2.2502 0.7365 0.0757 -0.1 0.4 3.5
N -1.3988 0.4934 -0.1291 0.8 -0.6 -0.1
O -1.0905 1.3339 -0.9287 -0.9 0.0 0.3
O 2.4027 0.7250 -1.0048 0.3 -0.2 -3.5
O -2.3901 -0.1095 0.1417 -0.2 1.0 -0.5
O 0.2800 -1.4727 -0.5730 0.5 0.9 1.3
O -0.2877 -1.1131 1.8163 0.2 -0.3 1.0
S 0.2343 -0.5935 0.6018 -0.7 -1.1 -2.1

[9]
7
Properties=species:S:1:pos:R:3:forces:R:3 method="wB97M-V/def2-TZVPD" e_lumo_ev=4.0 e_above_lowest_ev=0.000 homo_energy_ha=-0.149 orbital_gap_ev=8.11 charge=-1
N 0.3840 -1.2142 1.8372 0.6 0.2 0.2
N 0.4085 1.1593 -0.9898 0.9 0.0 0.1
N -0.5338 -1.5202 1.2884 3.0 1.0 2.0
O 1.6413 1.3118 -1.0998 0.3 0.4 -0.2
O -0.0289 0.0435 -0.7156 -0.7 -1.4 0.1
O -1.4997 -1.8786 0.8085 -3.6 -1.3 -2.0
O -0.3714 2.0984 -1.1290 -0.5 1.1 -0.3

[10]
14
Properties=species:S:1:pos:R:3:forces:R:3 method="wB97M-V/def2-TZVPD" e_lumo_ev=-17.8 homo_energy_ha=-0.773 orbital_gap_ev=3.20 charge=+3
Tl -1.9160 3.0711 -1.8922 -0.5 0.5 -0.4
Tl -2.4104 -4.2320 -0.7295 -0.3 -0.4 -0.2
N 0.3869 -1.9470 1.6392 -5.7 1.3 2.8
O -0.3592 -1.2293 2.3343 1.3 -1.5 -1.7
O 1.5140 -1.8056 1.5048 6.4 1.8 -0.1
O 0.0470 -2.9305 1.0180 -1.7 -1.6 -0.9
N -0.7999 -0.5533 -1.3657 -1.2 -3.5 -1.8
O -0.9360 -1.8003 -1.5798 0.6 1.3 0.8
O 0.2548 -0.0949 -1.1031 3.8 0.5 1.4
O -1.7252 0.1608 -1.5273 -2.9 1.7 -0.2
N 1.5209 2.8966 0.4365 -1.0 -1.2 0.6
O 0.4152 3.2897 -0.0629 3.4 -1.2 0.8
O 2.1093 1.8767 -0.1963 -2.0 3.5 1.8
O 1.8986 3.2979 1.5240 -0.2 -1.1 -3.0

[11]
6
Properties=species:S:1:pos:R:3:forces:R:3 method="wB97M-V/def2-TZVPD" e_lumo_ev="-1.4 / -2.5" e_above_lowest_ev=2.334 homo_energy_ha="-0.395 / -0.374" orbital_gap_ev="9.32 / 7.68"
N 0.3216 -2.9246 0.7812 0.0 0.8 -0.1
N -0.3505 -0.6893 1.0321 0.0 -0.6 0.5
N 0.0132 -1.7931 0.8646 -0.2 -0.5 0.2
N 0.1229 1.8231 -1.1321 0.3 0.7 -0.8
O 0.0988 0.6746 -0.8037 -0.2 1.4 -0.1
O -0.2061 2.9093 -0.7421 0.1 -1.9 0.3

[12]
20
Properties=species:S:1:pos:R:3:forces:R:3 method="wB97M-V/def2-TZVPD" e_lumo_ev=11.2 homo_energy_ha=0.232 orbital_gap_ev=4.86 charge=-5
Sn -0.2037 -1.2664 12.5556 -0.3 2.0 0.2
N -3.0651 -3.3196 12.2280 1.5 3.6 6.6
O -3.5488 -2.3146 12.8531 1.3 -0.3 -1.4
O -1.7271 -3.5276 12.5303 -3.0 -0.3 -2.4
O -3.8849 -4.0998 11.8475 0.2 -3.1 -2.6
S 1.9982 -2.3803 15.4705 -1.2 -3.0 3.5
O 3.1906 -3.2585 15.5156 1.6 -0.3 -1.0
O 2.0340 -1.3662 14.4547 0.0 1.4 -2.6
O 0.8216 -3.2845 15.3205 -0.8 -0.1 -1.3
O 1.8693 -1.8036 16.8160 0.2 1.3 1.2
S 1.1325 2.3812 13.6621 -0.5 0.9 0.4
O 0.6105 1.0506 12.8951 0.8 1.7 1.1
O 0.0188 3.0850 14.3471 -1.1 -0.9 -0.3
O 2.1458 2.1101 14.6825 0.5 -1.3 -0.2
O 1.7053 3.4105 12.7376 0.0 -1.1 -1.3
S -2.4352 -0.3589 10.0775 -1.7 2.3 -3.5
O -2.2624 0.6861 8.9855 1.0 -0.1 1.0
O -2.1315 0.2052 11.4183 0.4 -0.5 0.9
O -3.8566 -0.7388 9.8567 0.0 -0.9 1.4
O -1.5045 -1.4679 9.8338 1.0 -1.4 0.4

[13]
6
Properties=species:S:1:pos:R:3:forces:R:3 method="wB97M-V/def2-TZVPD" e_lumo_ev=-18.4 homo_energy_ha=-0.827 orbital_gap_ev=4.10 charge=+3
Sn 3.4034 0.7330 0.1011 0.0 0.3 0.2
Sn -2.9333 -0.3144 -0.3696 0.8 -0.8 0.1
N -1.5424 -2.5155 -0.1240 7.0 6.2 -1.6
O 1.6142 1.6483 0.0926 -3.9 0.4 1.0
O -0.3899 1.8894 0.7038 4.2 -1.3 -1.4
O -0.1520 -1.4408 -0.4039 -8.2 -4.9 1.7

[14]
7
Properties=species:S:1:pos:R:3:forces:R:3 method="wB97M-V/def2-TZVPD" e_lumo_ev=4.1 e_above_lowest_ev=1.291 homo_energy_ha=-0.218 orbital_gap_ev=10.00 charge=-1
N 0.9225 0.1140 -0.0577 2.4 -0.6 -0.8
O -0.9642 -1.5055 0.3300 -0.3 0.1 0.0
O 1.4423 0.8616 -0.8860 -0.7 -0.8 1.2
O 1.5331 -0.5936 0.7524 -0.6 1.4 -1.2
O -0.9837 0.7890 1.2433 -0.8 -0.5 -1.7
O -1.6134 0.2840 -1.4015 3.2 -0.9 6.3
S -0.8966 -0.0952 0.0739 -3.2 1.3 -3.7

[15]
7
Properties=species:S:1:pos:R:3:forces:R:3 method="wB97M-V/def2-TZVPD" e_lumo_ev=4.2 e_above_lowest_ev=0.021 homo_energy_ha=-0.217 orbital_gap_ev=10.08 charge=-1
N 1.0395 -0.0042 -0.0077 -1.7 -0.1 -0.1
O -1.0596 1.1059 0.8398 -0.4 1.2 0.3
O 1.5004 -0.4448 1.0022 1.4 -0.5 1.2
O 1.6303 0.4900 -0.9279 0.7 0.2 -0.4
O -1.0304 0.1389 -1.4767 -0.4 -0.3 2.7
O -1.2172 -1.2640 0.5779 -0.2 -1.3 0.1
S -0.8630 -0.0217 -0.0076 0.6 0.8 -3.7

[16]
2
Properties=species:S:1:pos:R:3:forces:R:3 method="wB97M-V/def2-TZVPD" e_lumo_ev=-3.4 e_above_lowest_ev=0.822 homo_energy_ha=-0.410 orbital_gap_ev=7.78
O -0.0874 -0.6755 0.0218 1.1 8.2 -0.3
O 0.0874 0.6755 -0.0218 -1.1 -8.2 0.3

[17]
2
Properties=species:S:1:pos:R:3:forces:R:3 method="wB97M-V/def2-TZVPD" e_lumo_ev=-5.7 e_above_lowest_ev=6.069 homo_energy_ha=-0.478 orbital_gap_ev=7.31
O 0.0000 0.0000 0.9518 0.0 0.0 -8.6
O 0.0000 0.0000 -0.9518 0.0 0.0 8.6

[18]
5
Properties=species:S:1:pos:R:3:forces:R:3 method="wB97M-V/def2-TZVPD" e_lumo_ev="6.0 / 6.0" e_above_lowest_ev=4.482 homo_energy_ha="0.010 / 0.010" orbital_gap_ev="5.76 / 5.76" charge=-2
O -2.2871 0.3988 -0.9034 2.1 -0.4 1.0
O 0.0090 -0.0498 1.6319 -0.4 0.0 0.1
S 1.3094 1.4776 -0.4075 -0.1 0.1 -0.2
S 0.8571 -1.7917 -0.4819 -0.2 0.0 -0.2
S 0.1117 -0.0349 0.1609 -1.4 0.4 -0.8

[19]
5
Properties=species:S:1:pos:R:3:forces:R:3 method="wB97M-V/def2-TZVPD" e_lumo_ev="-1.5 / -1.6" e_above_lowest_ev=0.420 homo_energy_ha="-0.344 / -0.343" orbital_gap_ev="7.82 / 7.75"
O 0.1919 0.6895 1.1748 1.6 -3.6 0.6
O -0.5439 2.8816 1.3558 -0.7 0.0 -1.6
O -0.2273 -2.8427 -1.4848 -0.4 -0.3 -0.2
S -0.4767 1.7081 0.5074 -0.9 3.6 1.0
S 0.8934 -2.0567 -0.9496 0.4 0.3 0.2

[20]
6
Properties=species:S:1:pos:R:3:forces:R:3 method="wB97M-V/def2-TZVPD" e_lumo_ev=1.1 e_above_lowest_ev=3.030 homo_energy_ha=-0.137 orbital_gap_ev=4.80 charge=-1
Sn -17.4998 6.1526 -0.5926 2.3 -5.2 1.3
P -15.9293 3.2446 -0.5041 1.0 -0.2 2.7
O -15.7597 2.0559 0.4271 0.2 -0.2 -0.8
O -17.4731 3.4173 -0.6378 -2.5 1.8 -2.5
O -14.9686 3.4537 -1.6378 -1.0 0.1 -0.3
O -15.8299 4.4394 0.5938 -0.1 3.6 -0.3

[21]
6
Properties=species:S:1:pos:R:3:forces:R:3 method="wB97M-V/def2-TZVPD" e_lumo_ev="-0.8 / -4.9" e_above_lowest_ev=0.878 spin_multiplicity=3 homo_energy_ha="-0.306 / -0.434" s2=2.0158 orbital_gap_ev="7.55 / 6.91"
O -0.6810 1.3175 -1.5584 -0.5 0.4 -3.3
O 1.5215 -1.2849 0.4267 3.0 -0.6 -0.9
O 0.3223 1.2316 0.6477 0.0 -0.5 1.5
O -0.8283 -1.2045 -0.0096 0.1 0.1 0.8
S -0.8973 1.0544 -0.1620 -0.8 1.8 0.8
S 0.2595 -1.0742 0.9782 -1.8 -1.3 1.2

[22]
4
Properties=species:S:1:pos:R:3:forces:R:3 method="wB97M-V/def2-TZVPD" e_lumo_ev=-2.5 e_above_lowest_ev=2.952 homo_energy_ha=-0.304 orbital_gap_ev=5.76
O -3.1961 0.3897 0.1787 0.3 -0.2 -0.1
S -2.0059 -0.4365 -0.1481 -0.3 0.2 0.1
S 2.8605 -0.8696 0.0372 0.2 -0.7 0.0
S 2.3415 0.9163 -0.0678 -0.2 0.7 0.0

[23]
10
Properties=species:S:1:pos:R:3:forces:R:3 method="wB97M-V/def2-TZVPD" e_lumo_ev=-2.4 homo_energy_ha=-0.246 orbital_gap_ev=4.26
S -2.2754 0.6642 -1.1702 1.5 -0.6 1.1
S -1.2862 -1.2439 1.8987 0.2 0.6 -0.7
S 0.0481 -2.1717 -1.4322 -0.3 2.3 0.3
S -0.0733 2.1565 1.4352 -0.5 -2.6 -1.6
S 1.3157 1.3422 -1.8755 -1.5 -1.7 1.6
S 2.2581 -0.7128 1.1621 -2.0 0.4 -0.9
P -1.3989 0.5586 0.7906 -1.5 0.8 1.2
P -0.3128 -0.0921 -1.6791 -0.2 0.0 -3.4
P 0.3711 -1.5672 0.6107 0.4 -2.7 2.1
P 1.3536 1.0662 0.2596 3.7 3.5 0.3

[24]
2
Properties=species:S:1:pos:R:3:forces:R:3 method="wB97M-V/def2-TZVPD" e_lumo_ev=-4.6 e_above_lowest_ev=4.693 homo_energy_ha=-0.367 orbital_gap_ev=5.38
S 0.0000 0.0000 1.4208 0.0 0.0 -4.9
S 0.0000 0.0000 -1.4208 0.0 0.0 4.9

[25]
2
Properties=species:S:1:pos:R:3:forces:R:3 method="wB97M-V/def2-TZVPD" e_lumo_ev=-2.4 e_above_lowest_ev=0.021 homo_energy_ha=-0.300 orbital_gap_ev=5.77
S 0.0000 0.0000 0.9244 0.0 0.0 1.3
S 0.0000 0.0000 -0.9244 0.0 0.0 -1.3

[26]
2
Properties=species:S:1:pos:R:3:forces:R:3 method="wB97M-V/def2-TZVPD" e_lumo_ev=-4.3 e_above_lowest_ev=3.552 homo_energy_ha=-0.359 orbital_gap_ev=5.48
S 0.4315 -1.0712 0.6240 -1.8 4.6 -2.7
S -0.4315 1.0712 -0.6240 1.8 -4.6 2.7

[27]
2
Properties=species:S:1:pos:R:3:forces:R:3 method="wB97M-V/def2-TZVPD" e_lumo_ev=-4.9 e_above_lowest_ev=5.747 homo_energy_ha=-0.361 orbital_gap_ev=4.93
S 0.0000 0.0000 1.5367 0.0 0.0 -4.2
S 0.0000 0.0000 -1.5367 0.0 0.0 4.2

[28]
2
Properties=species:S:1:pos:R:3:forces:R:3 method="wB97M-V/def2-TZVPD" e_lumo_ev=-4.9 e_above_lowest_ev=5.856 homo_energy_ha=-0.360 orbital_gap_ev=4.88
S 0.3396 0.3172 1.4787 -0.9 -0.8 -3.9
S -0.3396 -0.3172 -1.4787 0.9 0.8 3.9

[29]
2
Properties=species:S:1:pos:R:3:forces:R:3 method="wB97M-V/def2-TZVPD" e_lumo_ev=-5.3 e_above_lowest_ev=7.565 homo_energy_ha=-0.346 orbital_gap_ev=4.06
S 0.0000 0.0000 1.8065 0.0 0.0 -2.7
S 0.0000 0.0000 -1.8065 0.0 0.0 2.7